Run A
Formula: C25H26Cl3NO4Re
Source: OMol25
Level of theory: wB97M-V/def2-TZVPD

⟨S²⟩ = 3.777
M = 697.05 g/mol
2S+1 = 4

Each line ends with the Löwdin spin population.
Atoms and positions in Å:
Re  2.338  3.082  -0.540  1.95
C  1.381  3.087  3.143  0.06
C  0.222  3.512  2.472  0.03
C  0.312  4.339  1.382  0.07
C  1.580  4.760  0.909  0.04
C  2.747  4.303  1.575  0.09
C  2.622  3.479  2.707  0.04
H  1.291  2.444  4.009  0.00
H  -0.749  3.181  2.816  0.00
H  -0.579  4.677  0.871  0.00
H  1.634  5.614  0.243  0.01
H  3.705  4.758  1.353  0.02
H  3.515  3.161  3.230  0.00
O  1.868  2.636  -2.336  0.07
O  0.826  3.431  -1.719  0.09
Cl  2.249  0.009  -0.383  0.03
C  2.680  -1.301  -1.340  0.01
C  3.977  0.729  0.026  0.07
C  3.827  -2.264  -1.197  0.00
C  4.622  -0.110  1.067  0.01
C  4.186  1.934  -0.450  0.05
H  2.265  -0.728  0.852  0.00
H  2.235  -1.146  -2.316  0.00
H  2.179  0.823  -1.470  0.00
H  3.585  -3.152  -1.781  0.00
H  3.998  -2.615  -0.181  0.00
H  4.789  -1.891  -1.570  0.00
H  4.249  -1.130  1.118  0.00
H  4.450  0.342  2.047  0.00
H  5.696  -0.149  0.889  0.00
H  5.181  2.345  -0.291  0.01
Cl  -3.400  -4.218  -1.590  0.00
C  -4.253  -2.819  -2.154  0.00
C  -5.413  -3.000  -2.885  0.00
C  -6.080  -1.903  -3.407  0.00
C  -5.581  -0.629  -3.194  0.00
C  -4.435  -0.464  -2.437  0.00
Cl  -3.829  1.143  -2.169  0.00
C  -3.738  -1.545  -1.887  0.00
N  -2.558  -1.364  -1.166  0.00
C  -2.462  -1.783  0.187  0.00
C  -3.589  -2.009  0.969  0.00
C  -3.458  -2.404  2.291  0.00
C  -2.199  -2.562  2.850  0.00
C  -1.076  -2.337  2.068  0.00
C  -1.191  -1.965  0.736  0.00
C  0.044  -1.792  -0.108  0.01
C  0.316  -0.336  -0.359  0.02
O  1.673  1.814  0.500  0.30
O  -0.429  0.563  -0.497  0.01
H  -5.773  -4.005  -3.056  0.00
H  -6.981  -2.042  -3.988  0.00
H  -6.076  0.242  -3.598  0.00
H  -2.147  -0.449  -1.304  0.00
H  -4.572  -1.869  0.537  0.00
H  -4.345  -2.577  2.886  0.00
H  -2.091  -2.864  3.883  0.00
H  -0.087  -2.470  2.491  0.00
H  -0.077  -2.267  -1.083  0.00
H  0.925  -2.249  0.351  0.00

***

Run B
Formula: C25H26Cl3NO4Re
Source: OMol25
Level of theory: wB97M-V/def2-TZVPD

⟨S²⟩ = 3.838
M = 697.05 g/mol
2S+1 = 4

Each line ends with the Löwdin spin population.
Atoms and positions in Å:
Re  -1.179  1.728  1.074  2.66
C  -3.246  0.640  3.398  0.03
C  -3.386  1.637  2.422  0.01
C  -3.748  1.268  1.105  0.01
C  -3.963  -0.082  0.802  0.02
C  -3.821  -1.045  1.783  0.02
C  -3.458  -0.685  3.076  0.01
H  -2.983  0.919  4.406  0.00
H  -3.401  2.681  2.718  0.01
H  -4.021  2.030  0.381  0.00
H  -4.247  -0.366  -0.201  0.00
H  -3.996  -2.084  1.544  0.00
H  -3.351  -1.443  3.836  0.00
O  0.854  2.028  0.791  -0.05
O  1.111  2.912  -0.176  -0.02
Cl  -1.750  3.834  0.520  0.20
C  2.253  0.747  2.613  0.00
C  1.280  1.781  3.184  0.00
C  0.284  1.077  4.116  0.01
C  2.053  2.849  3.967  0.00
C  0.556  2.492  2.034  -0.03
H  2.823  0.304  3.425  0.00
H  2.938  1.220  1.912  0.00
H  1.709  -0.039  2.092  0.00
H  0.810  0.659  4.971  0.00
H  -0.213  0.264  3.592  0.00
H  -0.465  1.778  4.473  0.00
H  2.591  2.393  4.793  0.00
H  1.370  3.593  4.366  0.00
H  2.768  3.348  3.321  0.00
H  0.589  3.587  2.095  0.00
Cl  3.168  -2.526  -3.486  0.00
C  2.761  -0.913  -3.968  0.00
C  3.540  -0.282  -4.922  0.00
C  3.273  1.031  -5.266  0.00
C  2.249  1.722  -4.642  0.00
C  1.468  1.086  -3.695  0.00
Cl  0.200  1.952  -2.906  0.00
C  1.685  -0.262  -3.351  0.00
N  0.917  -0.854  -2.376  0.00
C  0.292  -2.092  -2.479  0.00
C  0.099  -2.722  -3.708  0.00
C  -0.561  -3.932  -3.775  0.00
C  -1.047  -4.533  -2.624  0.00
C  -0.856  -3.913  -1.399  0.00
C  -0.187  -2.703  -1.310  0.00
C  0.078  -2.078  0.026  0.00
C  -0.636  -0.767  0.279  0.02
O  -0.667  -0.337  1.472  0.03
O  -1.126  -0.077  -0.636  0.06
H  4.362  -0.814  -5.374  0.00
H  3.872  1.522  -6.015  0.00
H  2.047  2.752  -4.890  0.00
H  0.383  -0.183  -1.823  0.00
H  0.449  -2.238  -4.608  0.00
H  -0.707  -4.403  -4.735  0.00
H  -1.566  -5.479  -2.678  0.00
H  -1.219  -4.382  -0.495  0.00
H  1.146  -1.845  0.113  0.00
H  -0.178  -2.756  0.840  0.00

***

Most stable one: run B, least stable one: run A.